(1)
ORCA calculation (ωB97M-V/def2-TZVPD) on a molecular structure, C40H40BIrN8S.

Multiplicity: 5
Gap between HOMO and LUMO (alpha / beta) in eV: 7.323 / 6.035
ΔE to the lowest compared entry with this formula, charge and spin in kcal per mole: 0.0
Lowest unoccupied orbital energy (alpha / beta) in Eh: 0.0156 / -0.0726

```
91
Properties=species:S:1:pos:R:3:forces:R:3:lowdin_charge:R:1
Ir 0.1474 -0.6454 -0.5998 -0.52 -0.46 -0.04 1.32
C -5.0279 0.1729 -2.5594 0.04 -0.03 -0.04 -0.01
C -3.5755 -0.1414 -2.7205 0.01 0.04 0.06 -0.25
C -2.8890 -0.5473 -3.8469 -0.11 0.06 -0.10 0.04
C -1.5511 -0.6812 -3.4507 0.19 -0.09 -0.28 -0.25
N -1.4476 -0.3854 -2.1611 -0.28 0.09 0.29 -0.06
N -2.6866 -0.0504 -1.7118 0.17 0.10 0.10 0.04
B -2.8753 0.5104 -0.2775 -0.10 0.00 -0.03 -0.49
N -1.9544 1.7373 -0.1041 0.02 -0.26 -0.04 0.03
N -0.6594 1.6481 -0.4887 -0.15 0.35 -0.27 0.01
C -0.1425 2.8683 -0.4079 0.12 0.08 -0.09 -0.26
C -1.1147 3.7643 0.0627 0.03 0.12 0.04 0.04
C -2.2551 3.0079 0.2387 -0.09 -0.06 0.01 -0.26
C -3.6130 3.4266 0.7005 0.05 0.02 0.01 -0.01
C 1.2615 3.1389 -0.7689 -0.16 0.06 0.04 -0.18
C 1.8430 2.5123 -1.8660 -0.01 0.01 -0.08 -0.04
C 3.1753 2.7333 -2.1773 0.03 0.03 0.07 -0.07
C 3.9385 3.5943 -1.3972 -0.05 -0.02 -0.01 -0.08
C 3.3559 4.2468 -0.3178 -0.05 -0.03 -0.02 -0.07
C 2.0215 4.0227 -0.0076 0.11 0.03 -0.03 -0.05
N -2.5700 -0.5995 0.7706 0.17 0.14 0.01 0.04
N -1.3511 -1.2118 0.8679 -0.36 0.32 -0.11 -0.04
C -1.4348 -2.1329 1.8361 0.25 -0.29 0.21 -0.23
C -2.7253 -2.1003 2.3721 -0.09 0.02 0.13 0.03
C -3.4079 -1.1186 1.6809 -0.06 -0.03 -0.09 -0.25
C -4.8291 -0.6814 1.8485 0.08 -0.05 0.04 -0.01
C -0.3333 -3.0346 2.2557 -0.15 0.12 0.03 -0.16
C 0.9426 -3.0004 1.6996 0.14 0.13 0.03 -0.08
C 1.9352 -3.8727 2.1243 -0.06 0.01 0.03 -0.06
C 1.6709 -4.7974 3.1229 -0.03 0.01 -0.02 -0.08
C 0.4068 -4.8359 3.6987 0.01 0.03 -0.03 -0.08
C -0.5816 -3.9657 3.2696 0.10 0.00 -0.03 -0.03
C -0.3945 -1.0777 -4.2806 -0.19 0.02 0.03 -0.19
C 0.9147 -0.7847 -3.9131 0.10 0.03 -0.09 -0.08
C 1.9859 -1.1911 -4.6917 -0.05 -0.04 -0.02 -0.07
C 1.7597 -1.8892 -5.8701 -0.04 0.00 0.01 -0.08
C 0.4567 -2.1739 -6.2573 0.01 0.03 0.05 -0.07
C -0.6114 -1.7725 -5.4673 0.04 -0.08 -0.06 -0.03
H -5.5418 -0.0109 -3.5012 0.00 0.00 0.01 0.08
H -5.1892 1.2148 -2.2803 0.04 -0.01 0.00 0.08
H -5.4893 -0.4499 -1.7918 0.03 0.00 -0.01 0.08
H -3.3018 -0.6878 -4.8327 0.03 -0.01 0.06 0.11
H -4.0139 0.8525 -0.1309 0.10 -0.07 -0.02 0.11
H -1.0084 4.8256 0.2261 0.00 -0.07 -0.03 0.12
H -3.6195 4.5005 0.8794 0.00 -0.02 0.00 0.08
H -3.8913 2.9259 1.6297 0.03 0.00 -0.02 0.08
H -4.3787 3.1977 -0.0414 0.02 0.00 0.00 0.08
H 1.2323 1.8691 -2.4886 0.03 0.00 0.04 0.09
H 3.6188 2.2321 -3.0286 0.00 0.02 0.00 0.10
H 4.9815 3.7641 -1.6350 -0.03 -0.01 0.01 0.10
H 3.9435 4.9245 0.2893 -0.01 -0.01 -0.02 0.10
H 1.5713 4.5146 0.8484 0.02 0.01 -0.06 0.11
H -3.1269 -2.6976 3.1717 0.02 -0.01 -0.03 0.11
H -5.2976 -1.2889 2.6213 0.01 0.02 -0.01 0.08
H -5.3995 -0.7988 0.9269 0.04 -0.02 0.00 0.08
H -4.8971 0.3660 2.1452 0.03 -0.02 -0.01 0.08
H 1.1994 -2.2759 0.9365 -0.04 -0.24 0.27 0.02
H 2.9125 -3.8215 1.6613 -0.01 0.00 0.00 0.11
H 2.4414 -5.4837 3.4513 -0.01 0.02 0.00 0.10
H 0.1878 -5.5454 4.4867 0.00 0.00 -0.02 0.10
H -1.5520 -4.0170 3.7396 -0.08 0.01 -0.01 0.10
H 1.1115 -0.2297 -3.0062 0.00 0.08 0.09 0.05
H 2.9967 -0.9736 -4.3693 -0.02 0.01 -0.02 0.11
H 2.5940 -2.2149 -6.4780 -0.02 0.00 0.00 0.10
H 0.2695 -2.7220 -7.1718 0.01 0.00 0.01 0.10
H -1.6211 -2.0289 -5.7640 0.03 0.02 0.01 0.11
S -0.0173 -2.9839 -1.4599 0.55 0.00 -0.22 0.61
C 1.6299 -3.3538 -1.6213 -0.40 -0.10 0.02 -0.81
N 2.7518 -3.6142 -1.7332 -0.05 0.00 0.01 0.08
C 1.7815 2.1528 4.4288 0.04 0.05 -0.06 -0.12
N 0.7988 1.5027 3.5940 -0.10 0.06 -0.07 -0.26
C 0.3027 0.2603 4.1305 0.12 -0.12 0.03 -0.09
C 0.9555 1.5434 2.1505 0.12 -0.20 0.11 -0.15
C 2.0522 0.7069 1.4824 0.25 0.11 -0.07 -0.19
C 3.3421 0.7284 2.0136 -0.04 -0.08 -0.01 -0.03
C 4.3971 0.0383 1.4273 -0.02 0.04 0.01 -0.06
C 4.2075 -0.6570 0.2422 -0.02 0.02 0.00 -0.08
C 2.9516 -0.6494 -0.3417 0.23 0.25 0.20 -0.16
C 1.8625 -0.0130 0.2830 0.17 0.05 -0.06 -0.30
H 1.3258 2.4317 5.3815 -0.06 0.00 0.02 0.08
H 2.1295 3.0686 3.9456 -0.01 -0.02 -0.01 0.09
H 2.6632 1.5398 4.6671 -0.02 -0.03 0.02 0.07
H 0.0638 0.3935 5.1876 -0.01 0.01 0.00 0.08
H 1.0138 -0.5780 4.0545 0.02 -0.01 -0.03 0.09
H -0.6145 -0.0262 3.6155 -0.06 -0.05 -0.08 0.07
H 1.1266 2.5877 1.8734 0.00 -0.09 0.07 0.10
H 0.0005 1.2618 1.7097 -0.04 -0.03 0.14 0.09
H 3.5331 1.3055 2.9052 0.05 -0.03 0.00 0.09
H 5.3769 0.0691 1.8887 -0.02 0.01 0.00 0.10
H 5.0218 -1.1877 -0.2359 -0.01 0.02 0.03 0.11
H 2.8266 -1.1603 -1.2879 -0.02 0.00 0.03 0.05
```
Positions in Å, forces in eV/Å.

(2)
ORCA calculation (ωB97M-V/def2-TZVPD) on 2 unconnected molecules or ions with the total composition C36H32NO3S in a non-equilibrium geometry.

Gap between HOMO and LUMO in eV: 3.894
ΔE to the lowest compared entry with this formula, charge and spin in kcal per mole: 1.5
Lowest unoccupied orbital energy in Eh: -0.1830
Net charge: +1

```
73
Properties=species:S:1:pos:R:3:forces:R:3:lowdin_charge:R:1
C -1.4014 -2.3232 2.3206 -0.08 0.89 0.01 -0.06
O -1.3415 -1.2145 1.3997 0.69 -1.66 -1.16 -0.24
C -1.5282 0.0500 1.8611 -3.04 1.16 0.31 -0.31
C -0.4890 0.6634 2.6921 0.54 -0.05 0.47 -0.21
C -0.6516 0.6212 4.0899 0.40 0.18 -0.43 -0.05
C 0.3028 1.2069 4.9169 0.11 0.02 -0.08 -0.07
C 1.4186 1.8365 4.3549 -0.01 -0.14 -0.03 -0.08
C 1.5978 1.8522 2.9657 0.07 -0.08 -0.02 -0.08
C 0.6613 1.2456 2.1289 -0.37 -0.15 0.56 -0.03
C -2.8489 0.4765 1.7472 2.19 -0.75 0.95 -0.40
N -3.4180 1.5873 2.3189 -0.01 0.54 -0.26 -0.09
C -2.6411 2.6666 2.9059 -0.28 0.11 0.09 0.00
C -4.8102 1.5994 2.2656 -0.16 0.31 0.09 -0.23
C -5.3156 0.4964 1.5783 -1.24 0.37 0.13 -0.46
C -6.6964 0.3450 1.4095 0.52 0.28 0.14 -0.08
C -7.5528 1.2992 1.9706 0.12 -0.04 -0.02 -0.09
C -7.0385 2.3929 2.6825 -0.02 -0.14 -0.16 -0.08
C -5.6619 2.5686 2.8203 0.17 -0.50 -0.24 -0.01
S -4.0561 -0.5640 1.0081 0.17 -0.01 -0.07 1.11
H -1.2916 -3.2134 1.6947 -0.13 0.01 0.26 0.09
H -0.5806 -2.2457 3.0471 -0.20 -0.11 -0.05 0.09
H -2.3713 -2.3177 2.8342 0.21 -0.15 -0.05 0.09
H -1.5490 0.1463 4.4939 0.31 0.15 -0.04 0.13
H 0.1699 1.1652 5.9978 0.11 0.09 -0.25 0.11
H 2.1684 2.2918 5.0075 -0.29 -0.10 -0.26 0.11
H 2.4733 2.3402 2.5289 -0.26 -0.15 0.22 0.10
H 0.7682 1.2292 1.0420 0.03 0.16 0.32 0.10
H -3.2573 3.5664 2.9015 0.15 -0.04 -0.09 0.09
H -2.3753 2.4382 3.9459 0.05 0.16 -0.27 0.10
H -1.7377 2.8519 2.3139 -0.24 -0.07 0.21 0.11
H -7.0547 -0.5077 0.8380 -0.18 0.19 0.17 0.11
H -8.6299 1.1928 1.8456 0.29 0.01 0.07 0.11
H -7.7227 3.1184 3.1341 0.28 -0.28 -0.24 0.11
H -5.2426 3.4234 3.3434 -0.23 -0.17 -0.01 0.10
C 6.7453 -3.5452 1.6007 0.04 -0.08 -0.09 -0.04
O 5.4021 -3.9719 1.8895 -1.17 0.82 -0.85 -0.05
C 4.3542 -3.3915 1.2475 0.54 -0.34 0.46 -0.22
C 3.0747 -3.7357 1.7488 0.18 0.00 0.10 0.03
C 1.9528 -3.1279 1.2528 0.01 -0.07 -0.20 0.02
C 2.0219 -2.1813 0.1782 0.36 0.18 0.29 -0.17
C 0.8164 -1.6041 -0.2734 0.97 -1.18 -0.97 0.11
C 0.6869 -0.6640 -1.3279 -0.26 1.24 -0.12 -0.19
C -0.4787 -0.6578 -2.1456 0.08 -0.15 0.41 0.03
C -0.5966 0.2147 -3.2096 0.08 0.15 -0.01 0.04
C 0.4286 1.1423 -3.4577 0.01 0.10 -1.01 -0.20
O 0.2893 2.0260 -4.5293 0.04 -0.51 1.08 0.01
C 0.8538 1.6350 -5.7474 0.30 -0.42 -0.44 -0.25
C -0.0205 1.4377 -6.8175 0.26 -0.11 0.31 -0.01
C 0.4865 0.9888 -8.0340 0.29 0.10 -0.09 -0.07
C 1.8670 0.8092 -8.2014 -0.06 0.06 0.23 -0.08
C 2.7353 1.0563 -7.1294 -0.14 -0.02 0.06 -0.07
C 2.2345 1.4498 -5.8810 -0.44 0.07 -0.31 -0.01
C 1.5664 1.2013 -2.6495 -0.20 -0.07 0.31 0.03
C 1.6587 0.3451 -1.5622 0.17 -0.15 -0.27 -0.02
C 3.3176 -1.9409 -0.3929 0.26 -0.15 0.43 0.03
C 4.4619 -2.5155 0.1412 -0.07 0.11 0.00 0.02
H 7.3508 -4.0942 2.3224 0.00 0.17 -0.18 0.10
H 7.0435 -3.8216 0.5803 -0.13 0.04 0.25 0.10
H 6.8639 -2.4639 1.7518 -0.12 -0.27 -0.01 0.11
H 3.0371 -4.4722 2.5490 -0.09 0.22 -0.13 0.14
H 0.9716 -3.3714 1.6656 0.37 0.08 -0.09 0.11
H -0.0788 -2.0925 0.0732 -0.16 0.19 0.00 0.11
H -1.2741 -1.3717 -1.9176 0.22 0.22 -0.15 0.13
H -1.4712 0.2006 -3.8618 0.28 0.04 0.23 0.14
H -1.0832 1.6199 -6.6623 0.24 -0.10 -0.08 0.12
H -0.2022 0.7837 -8.8563 0.27 0.12 0.22 0.11
H 2.2667 0.4825 -9.1670 -0.18 0.13 0.43 0.11
H 3.8163 0.9404 -7.2558 -0.44 0.01 0.01 0.11
H 2.8924 1.6341 -5.0302 -0.14 -0.08 -0.37 0.11
H 2.3492 1.9241 -2.8711 -0.30 -0.05 0.20 0.13
H 2.4898 0.4606 -0.8674 -0.23 -0.01 -0.19 0.12
H 3.4263 -1.3078 -1.2714 -0.08 -0.29 0.21 0.11
H 5.4470 -2.3066 -0.2865 -0.48 -0.06 0.08 0.12
```
Positions in Å, forces in eV/Å.

(3)
ORCA calculation (ωB97M-V/def2-TZVPD) on 2 unconnected molecules or ions with the total composition C4H9NO in a non-equilibrium geometry.

Multiplicity: 2
Gap between HOMO and LUMO (alpha / beta) in eV: 10.401 / 5.024
ΔE to the lowest compared entry with this formula, charge and spin in kcal per mole: 83.2
Lowest unoccupied orbital energy (alpha / beta) in Eh: -0.1592 / -0.3318
Net charge: +1

```
15
Properties=species:S:1:pos:R:3:forces:R:3:nbo_charge:R:1
C 0.7845 0.3713 1.1273 -0.44 -0.15 -1.26 -0.46
C 2.6560 0.2344 -0.3205 -2.32 2.11 -2.59 -0.02
N 1.3705 0.2549 -0.2265 0.97 -0.80 1.16 -0.40
H 0.0438 1.1816 1.1551 0.68 0.31 0.08 0.22
H 1.5621 0.4170 1.8734 0.08 0.38 0.45 0.23
H 0.1708 -0.4914 1.3485 -0.01 -0.69 0.05 0.20
H 3.0068 0.3922 -1.3932 0.11 -0.98 1.55 0.22
H 3.2621 0.5418 0.5086 0.64 -0.43 0.50 0.19
C -2.3564 -0.7674 0.0197 -0.38 -0.98 0.12 -0.19
C -1.7983 0.0955 -0.8627 1.55 0.78 -2.70 0.21
O -0.8831 -0.3215 -1.8839 -1.83 1.05 5.03 -0.45
H -3.0556 -0.3243 0.7036 -0.18 -0.04 0.39 0.24
H -2.3055 -1.8550 -0.0321 0.32 0.24 0.05 0.24
H -2.1558 1.1617 -0.7502 0.85 -1.09 -1.16 0.25
H -0.3019 -0.8907 -1.2671 -0.06 0.31 -1.68 0.53
```
Positions in Å, forces in eV/Å.

(4)
ORCA calculation (ωB97M-V/def2-TZVPD) on a molecular structure, C45H42N6PS4Ti.

Gap between HOMO and LUMO in eV: 6.518
ΔE to the lowest compared entry with this formula, charge and spin in kcal per mole: 5.1
Lowest unoccupied orbital energy in Eh: -0.1091
Net charge: +1

```
99
Properties=species:S:1:pos:R:3:forces:R:3:lowdin_charge:R:1
Ti 1.0434 0.8037 -0.7614 -0.19 0.30 0.17 0.97
N -2.6390 2.9842 -0.9346 0.01 0.02 0.06 0.22
C -1.9182 4.1640 -0.8082 0.04 -0.02 -0.03 -0.16
C -2.3121 5.4953 -0.8507 0.01 0.01 0.00 0.00
C -1.3050 6.4346 -0.7639 -0.04 0.00 0.00 -0.07
C 0.0419 6.0578 -0.6437 0.02 -0.02 0.02 -0.06
C 0.4230 4.7336 -0.5856 -0.02 -0.02 -0.02 -0.02
C -0.5864 3.7744 -0.6555 -0.01 -0.04 -0.12 -0.21
N -0.5251 2.3795 -0.6651 0.04 0.12 -0.30 0.08
C -1.7630 1.9679 -0.8549 0.05 0.00 0.03 -0.24
C -2.0225 0.5569 -1.0673 0.04 -0.01 -0.03 -0.31
C -3.1184 -0.0661 -1.5658 -0.04 -0.02 0.01 -0.30
S -2.7712 -1.7173 -1.8178 -0.01 -0.01 0.05 1.10
C -1.1885 -1.4807 -1.2404 0.00 -0.06 0.11 -0.42
N -0.9263 -0.2576 -0.8806 -0.08 0.01 0.01 -0.02
H -3.6295 2.9031 -1.0863 -0.01 -0.01 0.03 0.18
H -3.3484 5.7840 -0.9622 0.00 0.00 0.00 0.12
H -1.5572 7.4857 -0.8025 0.00 0.00 0.00 0.11
H 0.7984 6.8297 -0.5950 0.01 -0.01 0.00 0.11
H 1.4622 4.4482 -0.4919 0.00 0.02 -0.01 0.10
H -4.0742 0.3557 -1.8290 0.00 0.00 0.00 0.09
H -0.4687 -2.2840 -1.1762 0.00 0.00 0.00 0.09
C -0.8786 3.6980 -4.9657 0.01 0.00 0.00 -0.08
C 0.1970 4.0314 -4.1565 -0.01 0.00 0.00 -0.07
C 0.8494 3.0502 -3.4238 0.00 0.00 -0.01 -0.04
C 0.4182 1.7319 -3.4898 0.01 0.02 -0.04 -0.27
C -0.6509 1.3882 -4.3150 0.02 0.00 0.00 -0.03
C -1.2929 2.3731 -5.0484 0.00 -0.01 0.00 -0.08
N 1.0327 0.7548 -2.6587 -0.11 0.05 -0.30 -0.14
N 1.2203 -0.4513 -3.2888 0.00 0.02 0.01 0.08
C 1.7654 -1.3030 -2.4556 -0.10 -0.02 0.04 -0.39
C 2.1249 -2.6346 -2.8418 0.04 0.02 -0.07 -0.01
C 2.7527 -3.4360 -1.9538 0.01 -0.03 0.03 -0.06
C 3.0517 -2.9618 -0.6364 0.00 0.00 -0.01 -0.07
C 2.6532 -1.7204 -0.2874 -0.04 -0.06 -0.09 -0.14
N 1.9813 -0.8895 -1.1548 0.14 -0.40 0.13 -0.05
H -1.3809 4.4616 -5.5446 0.00 0.00 0.00 0.10
H 0.5380 5.0572 -4.0972 0.00 0.00 0.00 0.11
H 1.6978 3.3015 -2.7996 0.00 -0.01 -0.01 0.10
H -0.9500 0.3505 -4.3830 0.00 0.00 0.00 0.11
H -2.1172 2.1052 -5.6972 0.00 0.00 0.00 0.11
H 1.8995 -2.9440 -3.8526 0.01 0.00 0.00 0.12
H 3.0437 -4.4388 -2.2374 0.00 0.00 -0.01 0.11
H 3.5859 -3.5804 0.0694 -0.01 0.01 0.01 0.11
H 2.8333 -1.3136 0.6963 0.02 -0.01 0.04 0.08
C 2.9417 0.2080 5.8580 -0.01 0.00 -0.02 -0.07
C 2.0987 1.3092 5.8592 -0.01 0.00 -0.01 -0.07
C 1.4699 1.7083 4.6874 -0.01 0.01 0.02 -0.08
C 1.6795 1.0075 3.5007 -0.20 0.10 -0.02 -0.36
C 2.5211 -0.1001 3.5129 -0.02 -0.03 -0.03 -0.12
C 3.1520 -0.4963 4.6801 0.02 -0.02 0.06 -0.07
P 0.9363 1.5730 1.9168 0.46 -0.12 0.56 1.09
C -0.3570 2.7252 2.4830 -0.01 0.00 0.03 -0.38
C -1.5209 2.1697 3.0136 0.02 0.00 -0.05 -0.11
C -2.5603 2.9757 3.4464 -0.03 0.06 -0.01 -0.06
C -2.4484 4.3584 3.3515 -0.01 -0.05 -0.01 -0.07
C -1.2907 4.9211 2.8365 -0.01 0.03 0.02 -0.06
C -0.2476 4.1089 2.4117 0.07 0.06 0.05 -0.09
C 2.3081 2.5246 1.1952 -0.15 0.32 -0.15 -0.41
C 3.0288 3.5865 1.7562 0.06 -0.15 -0.13 -0.08
C 3.9775 4.2261 0.9724 -0.12 -0.06 0.11 -0.06
C 4.2350 3.7883 -0.3298 0.28 0.06 0.09 -0.07
C 3.5732 2.6933 -0.8475 -0.33 0.08 -0.02 -0.11
C 2.5551 2.0746 -0.1082 0.07 0.08 0.05 -0.28
H 3.4292 -0.1029 6.7725 0.01 0.00 -0.01 0.11
H 1.9289 1.8628 6.7735 0.00 0.00 0.00 0.11
H 0.8105 2.5664 4.7030 0.00 0.01 0.01 0.10
H 2.6692 -0.6759 2.6125 0.03 -0.03 -0.09 0.07
H 3.8024 -1.3610 4.6724 0.00 -0.01 0.00 0.11
H -1.6133 1.0958 3.0984 -0.01 -0.07 -0.04 0.05
H -3.4565 2.5240 3.8522 0.01 0.00 0.01 0.11
H -3.2576 4.9936 3.6868 -0.01 0.00 0.00 0.11
H -1.1925 5.9975 2.7674 0.00 -0.02 0.00 0.11
H 0.6489 4.5679 2.0200 0.00 -0.03 0.01 0.09
H 2.8533 3.9041 2.7773 0.00 0.01 0.01 0.11
H 4.5304 5.0665 1.3728 -0.01 0.00 0.00 0.11
H 4.9764 4.3076 -0.9256 0.02 -0.03 0.02 0.11
H 3.7809 2.3500 -1.8525 0.11 0.01 -0.06 0.10
C -1.2257 -5.0439 1.8496 0.02 -0.02 0.06 -0.54
C -0.1126 -4.3197 2.5920 0.25 -0.03 0.12 -0.53
S 0.0904 -2.5323 2.3372 -0.17 -0.18 -0.30 0.84
C -0.6834 -1.8036 3.7877 -0.08 0.04 0.12 -0.53
C -2.2057 -1.6323 3.8260 0.01 -0.01 0.02 -0.51
S -2.9893 -1.0154 2.3004 0.05 0.05 0.06 0.83
C -4.1655 -2.3275 1.8943 0.00 -0.02 -0.02 -0.55
C -3.5676 -3.5837 1.2766 -0.02 0.05 -0.10 -0.55
S -2.8968 -4.7578 2.4829 0.02 -0.06 0.02 0.89
H -1.0549 -6.1173 1.9547 0.02 0.01 -0.02 0.07
H -1.2005 -4.8252 0.7816 -0.03 0.01 0.01 0.07
H 0.8410 -4.7541 2.2818 0.00 -0.01 0.00 0.07
H -0.2023 -4.4958 3.6650 0.01 0.01 0.01 0.08
H -0.1843 -0.8389 3.9010 -0.05 0.02 -0.07 0.04
H -0.3802 -2.3947 4.6561 0.00 0.05 0.01 0.09
H -2.4354 -0.9314 4.6312 -0.04 0.01 -0.02 0.07
H -2.6856 -2.5773 4.0669 0.02 0.00 -0.03 0.04
H -4.8362 -1.8607 1.1689 0.00 0.02 0.01 0.07
H -4.7713 -2.5610 2.7708 0.01 0.00 0.01 0.08
H -2.7527 -3.3078 0.6113 -0.01 0.01 -0.03 0.02
H -4.3298 -4.1005 0.6903 -0.02 0.01 0.02 0.07
```
Positions in Å, forces in eV/Å.

It is found that the molar mass values, taken in the order of the records, are 867.9 558.7 87.1 874.0 g/mol.
It is found that the DFT total energy values, taken in the order of the records, are -2513.67347 -2069.37624 -287.36826 -4851.99906 hartree.